{"formula": "C6H24N12O6", "method": "ωB97M-V/def2-TZVPD", "s2": 0.763, "charge": 1, "energy_ev": -36770.2866, "de_lowest_ev": 2.235, "spin_multiplicity": 2, "lumo_ha": [-0.09922, -0.32458], "e_homo_ev": [-11.5, -11.5], "orbital_gap_ev": [8.75, 2.62], "symbols": ["H", "N", "O", "N", "O", "H", "C", "N", "H", "H", "C", "C", "C", "H", "N", "N", "H", "N", "N", "H", "C", "N", "H", "H", "H", "H", "H", "H", "O", "H", "H", "H", "O", "N", "N", "C", "H", "O", "H", "H", "H", "H", "H", "N", "H", "H", "N", "O"], "xyz": [[6.135, -1.367, 4.893], [0.451, 0.285, -0.666], [-0.229, 0.374, 1.477], [-2.045, -3.670, 3.454], [-0.621, -3.356, 1.753], [4.554, -1.202, 5.517], [0.641, 0.077, 0.607], [-3.116, 1.722, -5.098], [1.708, 0.240, -3.783], [-2.934, 0.771, -5.385], [4.896, -0.046, 3.944], [-2.618, 2.473, -0.001], [1.109, -1.614, -3.500], [-2.477, -3.379, 4.319], [-3.125, 3.319, -3.752], [0.906, -0.373, -3.751], [3.412, 0.556, 3.052], [3.642, 0.135, 3.941], [5.230, -0.923, 4.820], [2.691, -1.023, -4.373], [-2.480, 2.175, -4.114], [-1.537, 2.596, 0.660], [-3.887, 2.334, -5.322], [-2.891, 3.599, -2.811], [1.574, -1.202, 1.696], [1.042, -0.193, -1.331], [-0.068, -0.165, -3.581], [-0.433, 0.673, -0.962], [5.632, 0.594, 3.173], [3.030, -0.201, 4.671], [2.661, -2.704, -4.101], [-1.372, -1.547, 4.178], [0.272, -2.442, -3.248], [1.646, -0.599, 0.889], [-3.210, 1.320, 0.252], [-1.155, -2.959, 2.787], [-4.089, 3.472, -4.011], [-3.098, 3.391, -0.628], [-0.703, -1.148, 2.582], [-4.154, 1.137, -0.058], [2.481, -0.439, 0.343], [-2.373, -4.458, 2.914], [-2.691, 0.563, 0.673], [-0.982, -1.816, 3.286], [-1.059, 3.466, 0.847], [-1.037, 1.759, 0.924], [2.366, -1.787, -3.798], [-1.694, 1.580, -3.380]], "forces_ev_per_angstrom": [[-0.053, 0.614, -0.092], [-0.672, 1.511, -2.310], [-0.703, 0.752, -0.336], [-1.676, -2.761, 0.571], [0.020, 0.233, -0.249], [0.329, -0.217, -0.279], [-5.187, 1.299, 0.270], [-1.490, -2.796, -4.919], [-1.108, 0.619, 0.062], [-0.525, 0.271, -0.483], [4.586, 2.163, -2.358], [-2.858, -2.071, 1.287], [-0.653, -2.701, -0.958], [-0.046, -0.225, -0.488], [0.913, 2.434, 2.188], [-3.468, 4.880, 0.532], [-1.174, 0.378, 0.662], [-5.974, 1.740, -1.198], [2.526, -3.747, 3.809], [0.729, -0.917, -0.097], [-0.317, 0.709, 4.874], [4.096, 2.334, 1.603], [0.051, -1.302, -1.315], [-0.219, 0.327, -0.296], [0.731, 0.134, 0.074], [-0.476, 0.149, -0.175], [0.117, 1.545, -0.209], [0.425, -0.073, -0.470], [-0.084, -1.097, 0.239], [-0.226, 0.152, -0.788], [0.109, 0.047, 0.271], [0.036, 0.224, -0.507], [-0.888, -0.844, 0.963], [5.537, -2.793, 2.073], [-1.527, -1.321, -0.632], [-0.380, -4.000, -2.435], [0.332, 0.075, 0.165], [-0.678, 2.235, -2.016], [0.308, 0.722, 0.711], [0.142, -0.051, -0.209], [0.118, -0.917, 0.277], [-0.116, -0.216, 0.752], [0.120, -0.130, 0.015], [1.855, 6.159, 1.841], [-0.199, 0.379, -0.318], [1.183, -1.622, 0.674], [5.136, -2.477, -0.696], [1.301, 0.195, -0.078]]}

=====

{"formula": "C6H24NO9", "method": "ωB97M-V/def2-TZVPD", "charge": -1, "energy_ev": -26524.4588, "de_lowest_ev": 0.869, "spin_multiplicity": 1, "lumo_ha": 0.11423, "e_homo_ev": -5.8, "orbital_gap_ev": 8.89, "symbols": ["O", "N", "O", "O", "O", "O", "H", "H", "H", "H", "H", "C", "H", "H", "O", "C", "H", "O", "C", "H", "H", "H", "H", "H", "C", "H", "H", "H", "O", "H", "H", "H", "O", "H", "H", "H", "C", "H", "H", "C"], "xyz": [[2.791, 2.896, 1.400], [1.386, 0.289, 0.220], [0.201, 0.947, 4.009], [-1.652, -1.432, 0.576], [0.832, -0.421, -0.569], [0.306, 0.805, -2.902], [-2.419, -2.775, -0.857], [1.565, -2.157, -3.838], [-3.588, 0.749, -0.470], [-4.086, 1.936, 0.597], [-1.727, 0.585, 0.838], [-0.924, 0.147, 4.391], [-1.103, -0.545, -3.381], [-1.613, 0.606, -2.174], [2.522, 0.572, 0.061], [-2.029, -2.737, 0.160], [1.475, -2.496, -1.683], [-2.042, 1.492, 0.859], [-3.188, 1.601, 0.079], [-1.525, 1.125, -3.945], [1.900, -3.896, -4.025], [0.271, -3.367, -3.859], [0.478, 0.229, -2.153], [-1.427, -0.279, 3.523], [-1.114, 0.517, -3.138], [4.251, 4.104, 2.237], [-2.808, -3.198, 0.767], [4.446, 3.892, 0.473], [0.698, 0.782, 1.135], [-0.675, -0.599, 5.146], [0.875, 0.304, 3.778], [-1.656, 0.828, 4.826], [1.413, -3.348, -2.121], [-1.127, -3.341, 0.257], [4.901, 2.655, 1.506], [2.869, 2.089, 0.885], [4.128, 3.416, 1.401], [-3.079, 2.379, -0.677], [-0.810, -1.195, 0.182], [1.283, -3.158, -3.512]], "forces_ev_per_angstrom": [[1.736, 1.210, 0.220], [-2.829, 2.598, 3.238], [-0.486, -0.781, 0.730], [-1.374, -0.175, 0.381], [-2.427, -4.208, -3.427], [-1.522, 0.453, -1.131], [0.210, 0.145, -0.292], [0.043, 0.030, 0.037], [0.746, -0.714, 0.086], [0.034, 0.108, 0.900], [0.185, -0.183, 0.101], [-0.158, 1.068, -0.195], [-0.719, -0.124, -0.485], [-0.513, 0.395, -0.229], [4.827, 0.819, -0.444], [0.839, 0.057, -0.004], [-0.070, 0.315, 0.124], [-0.536, -0.006, -0.040], [-1.082, 0.801, -0.745], [0.108, 0.027, 0.246], [0.294, 0.060, -0.006], [-0.325, 0.174, 0.135], [0.694, 0.048, 0.594], [0.207, -0.360, -0.111], [2.000, -0.626, 0.775], [-0.130, 0.134, -0.085], [0.039, 0.506, 0.482], [-0.479, 0.504, -0.272], [0.429, -0.315, 0.482], [0.054, -0.222, -0.051], [0.268, 0.335, -0.481], [0.044, 0.066, 0.160], [0.006, -0.161, 0.064], [-0.178, -0.525, -0.329], [-0.094, -0.525, 0.396], [-0.679, -0.703, -0.204], [-0.310, -0.293, 0.173], [0.427, 0.152, -0.253], [0.717, 0.127, -0.315], [0.003, -0.210, -0.225]]}

=====

{"formula": "C6H25N2O4", "method": "ωB97M-V/def2-TZVPD", "charge": 1, "energy_ev": -17787.8321, "de_lowest_ev": 5.606, "spin_multiplicity": 1, "lumo_ha": -0.09927, "e_homo_ev": -11.8, "orbital_gap_ev": 9.07, "symbols": ["O", "H", "H", "C", "O", "H", "H", "H", "H", "C", "H", "H", "H", "H", "H", "H", "C", "C", "H", "H", "H", "H", "H", "H", "H", "H", "O", "H", "C", "H", "H", "N", "N", "H", "H", "O", "C"], "xyz": [[2.367, 0.508, 1.913], [0.739, 1.501, -3.244], [-3.144, 0.219, 0.806], [-1.384, 1.523, -1.095], [-2.069, -0.652, 3.896], [2.321, -2.016, 0.449], [2.178, 0.538, 0.194], [2.680, 0.719, -2.081], [-3.749, 0.843, -0.389], [0.457, 0.831, -2.321], [2.695, -2.363, -1.021], [-1.667, 0.342, -1.439], [-0.382, -1.960, 0.907], [-1.752, 2.942, 0.611], [-3.725, 1.595, 1.314], [3.186, 0.900, 2.465], [2.738, -1.424, -0.295], [1.816, 0.093, -1.861], [3.826, -1.108, -0.194], [-0.153, -1.326, 2.392], [-1.830, 0.303, 4.264], [-1.740, 2.154, -1.974], [1.662, -0.919, -2.434], [0.833, -0.425, -0.012], [-3.024, -0.479, 3.667], [1.835, -0.091, 2.521], [0.226, -2.947, -1.621], [-1.131, 1.484, 1.175], [-3.223, 1.186, 0.524], [-0.317, 0.174, -2.722], [0.331, 2.510, -0.968], [1.799, -0.301, -0.382], [0.019, 1.569, -1.196], [-0.598, -2.675, -2.131], [0.197, -3.928, -1.444], [-0.148, -1.233, 1.471], [-1.869, 1.918, 0.254]], "forces_ev_per_angstrom": [[2.148, 0.725, 3.392], [-0.378, -1.143, 1.433], [1.749, -3.327, 1.666], [-1.185, -1.624, -2.202], [-0.668, 3.656, 0.828], [0.312, -0.671, 2.716], [-0.886, -1.978, -0.754], [0.085, -0.540, 0.018], [-0.553, 1.841, 0.059], [3.719, 1.894, -1.301], [-0.207, 2.971, 0.038], [0.162, 3.161, 1.494], [-0.364, -0.979, 0.601], [-0.862, 0.437, -1.048], [-2.108, 1.564, 1.383], [-2.995, -1.496, -1.599], [1.365, -2.434, -0.715], [-3.479, -1.806, -1.848], [-1.739, -0.343, 0.179], [-0.817, -1.079, 1.834], [-0.524, -3.061, -1.025], [-0.767, -0.580, 1.175], [1.477, 1.940, 0.948], [0.718, -0.276, -0.142], [1.316, -0.593, 0.206], [1.202, 1.229, -1.006], [-1.287, -0.462, -0.296], [-1.398, 0.463, -2.757], [1.226, 1.351, -2.946], [0.292, -0.188, 0.524], [0.510, -0.332, -0.787], [1.033, 2.412, -2.869], [0.240, -0.327, 1.133], [1.511, -1.038, 0.979], [-0.314, 1.584, -0.565], [0.871, 1.827, -2.524], [0.595, -2.776, 3.777]]}

=====

{"formula": "C6H25NO5", "method": "ωB97M-V/def2-TZVPD", "energy_ev": -18352.6387, "de_lowest_ev": 3.638, "spin_multiplicity": 1, "lumo_ha": 0.01255, "e_homo_ev": -8.6, "orbital_gap_ev": 8.91, "symbols": ["H", "H", "H", "C", "H", "H", "C", "C", "H", "C", "O", "H", "N", "H", "C", "O", "H", "H", "H", "H", "H", "C", "H", "H", "H", "H", "O", "O", "H", "H", "H", "H", "O", "H", "H", "H", "H"], "xyz": [[-3.082, -2.594, 0.426], [2.707, 0.534, 1.311], [1.393, 0.562, -1.514], [2.324, 0.461, -0.898], [-0.916, -2.068, -0.255], [1.350, -1.426, 1.253], [1.851, 0.455, 0.619], [-1.383, -1.190, 0.238], [1.287, 1.353, 0.798], [-1.567, -0.054, -0.733], [-1.574, 3.762, 0.096], [-3.268, 0.857, 2.529], [0.986, -0.701, 0.817], [1.875, 2.458, -3.012], [-2.637, -1.646, 0.914], [1.450, -2.623, -1.675], [-1.934, 2.878, 0.382], [2.424, -2.629, -1.872], [1.245, -1.788, -1.075], [2.871, 1.362, -1.032], [-1.731, 0.910, -0.205], [-0.331, -0.502, 1.202], [-2.314, -0.188, -1.514], [-2.354, -1.934, 1.949], [2.247, -3.433, 0.760], [3.525, -2.944, 0.361], [0.914, 2.619, -3.254], [2.853, -2.698, 1.050], [-3.418, -0.985, 0.972], [-0.586, -0.175, -1.335], [-0.748, -1.027, 2.165], [-0.616, 0.482, 1.366], [-3.201, 1.554, 1.920], [0.556, 3.081, -2.413], [-0.682, 3.579, 0.046], [3.026, -0.332, -1.318], [-2.837, 2.321, 2.345]], "forces_ev_per_angstrom": [[0.778, 1.413, 0.658], [-0.213, -0.466, -0.203], [0.937, -0.400, 0.292], [-0.523, -0.075, 0.385], [-0.016, 0.587, 0.300], [2.621, -3.715, 2.221], [1.025, -1.212, -1.485], [0.482, 1.228, -0.335], [-0.393, 0.428, -0.132], [1.260, -0.639, -2.399], [-3.386, -1.068, 0.779], [0.000, -1.262, 1.412], [-0.955, 3.941, -2.191], [-1.724, 0.256, -0.487], [0.880, -3.711, 0.428], [0.561, 1.762, 1.167], [0.137, 1.327, -0.528], [-1.581, 0.381, 0.379], [0.908, -2.265, -1.423], [0.610, 1.094, -0.289], [0.236, -0.653, -0.675], [-3.528, -4.090, 2.033], [-0.390, -0.037, 0.140], [-0.490, -0.124, -0.322], [0.031, 1.084, 0.815], [-0.217, 0.971, 1.107], [0.892, 0.898, 2.594], [0.525, -2.388, -1.808], [-1.747, 2.015, 0.030], [-1.306, 1.372, 0.805], [1.982, 0.802, -0.587], [-0.251, 2.016, -0.003], [-0.080, 0.997, -2.041], [0.781, -1.129, -2.159], [3.208, -0.329, -0.221], [-1.208, 0.574, 1.065], [0.152, 0.418, 0.678]]}

=====

{"formula": "C6H25NO6", "method": "ωB97M-V/def2-TZVPD", "energy_ev": -20401.4589, "de_lowest_ev": 2.299, "spin_multiplicity": 1, "lumo_ha": -0.00253, "e_homo_ev": -9.7, "orbital_gap_ev": 9.59, "symbols": ["C", "H", "C", "H", "O", "H", "H", "O", "H", "H", "H", "O", "H", "H", "C", "O", "H", "H", "O", "H", "C", "H", "H", "H", "H", "H", "O", "H", "N", "H", "H", "H", "C", "H", "C", "H", "H", "H"], "xyz": [[-1.299, -3.245, -1.771], [-0.389, -3.814, -2.030], [-1.093, 2.076, -1.021], [-3.125, -3.715, -0.829], [-0.935, -2.140, -0.993], [-1.198, -3.989, 0.921], [-3.335, -5.146, -2.353], [-1.460, 3.002, 1.218], [0.964, -1.931, -1.692], [-1.771, -2.989, -2.729], [-2.480, 1.344, 0.582], [4.597, 2.075, 0.261], [3.812, 4.366, 3.421], [-0.284, -0.968, -2.603], [-1.502, 1.800, 0.425], [1.355, 2.778, 1.322], [-1.818, -5.424, -2.712], [-2.342, -5.311, 0.827], [2.896, 4.201, 3.674], [-1.502, 2.960, -1.505], [0.047, -1.337, -1.626], [2.234, 2.875, 1.712], [4.980, 1.198, 0.378], [0.129, -0.482, -0.957], [0.930, 5.064, 1.224], [-0.014, 2.016, -1.152], [1.078, 5.731, 1.903], [-0.842, 1.044, 0.873], [-2.451, -5.411, -1.915], [-1.528, 1.268, -1.624], [-0.703, -5.432, 0.118], [1.410, 1.978, 0.788], [-2.202, -4.260, -1.032], [1.624, 5.282, 2.564], [-1.567, -4.786, 0.270], [5.335, 2.681, 0.392], [-0.496, 3.140, 1.337], [2.943, 3.502, 4.335]], "forces_ev_per_angstrom": [[0.441, -1.205, 0.130], [0.130, 0.066, -0.094], [-0.802, -1.378, -0.407], [-0.192, -0.348, 0.242], [-0.616, 0.016, -0.232], [-0.223, 0.196, -0.165], [-0.006, -0.696, -0.132], [0.775, -0.733, -0.275], [0.193, 0.361, -0.210], [-0.109, 0.378, 0.090], [-0.243, 0.389, -0.535], [0.029, -0.045, 0.164], [-0.083, 0.077, 0.069], [0.085, -0.177, -0.086], [0.105, 0.865, 0.631], [0.264, -0.244, -0.079], [0.326, -0.001, 0.289], [0.156, -0.270, -0.004], [0.304, -0.223, -0.109], [0.086, 0.380, 0.602], [-0.538, -0.161, 0.709], [-0.131, 0.125, 0.040], [-0.027, 0.058, -0.034], [0.496, 0.019, -0.165], [-0.009, 0.001, 0.068], [0.073, 0.309, -0.042], [0.144, 0.062, -0.005], [0.247, 0.051, -0.134], [-1.291, 0.769, -0.516], [0.297, -0.126, -0.047], [-0.203, -0.209, -0.407], [0.069, 0.082, -0.037], [1.660, 0.418, 0.288], [-0.185, 0.019, -0.057], [-0.278, 0.817, 0.269], [-0.059, -0.016, -0.076], [-0.763, 0.280, 0.265], [-0.122, 0.092, -0.005]]}

=====

{"formula": "C6H25NO8", "method": "ωB97M-V/def2-TZVPD", "energy_ev": -24498.0236, "de_lowest_ev": 0.431, "spin_multiplicity": 1, "lumo_ha": 0.01114, "e_homo_ev": -9.9, "orbital_gap_ev": 10.16, "symbols": ["O", "H", "H", "H", "H", "H", "O", "O", "H", "C", "C", "H", "O", "H", "C", "O", "H", "H", "O", "H", "H", "H", "H", "H", "C", "H", "H", "H", "C", "H", "C", "H", "O", "O", "H", "N", "H", "H", "H", "H"], "xyz": [[-2.138, 0.994, 2.048], [-1.693, 3.721, 0.556], [3.688, -1.696, -0.424], [1.518, -0.019, 1.457], [-2.118, 0.300, 1.358], [1.182, -0.107, -1.308], [-3.088, 2.354, -0.581], [-0.413, 2.155, -1.626], [-3.228, -0.991, -0.182], [1.938, 0.576, 0.653], [2.626, -1.538, -0.593], [-2.068, -0.363, -0.980], [-0.734, 3.681, 0.659], [2.600, 2.503, 0.089], [2.163, 1.868, 0.851], [-2.336, -0.639, -0.077], [-2.978, 1.898, 0.260], [-0.154, -1.138, 2.964], [0.434, -1.160, 3.721], [1.342, -1.214, 3.408], [-0.341, 1.464, -0.958], [1.140, -3.786, -1.911], [2.392, -2.043, -1.531], [-0.471, 3.610, 1.579], [1.869, -2.376, 0.452], [-3.140, 0.804, -2.607], [-1.635, 0.689, 2.806], [-2.248, 2.266, -1.063], [0.341, -3.233, -1.409], [0.406, -3.734, 0.604], [2.069, -0.110, -0.670], [-0.239, 2.954, -1.096], [2.146, -2.465, 1.638], [-2.338, 0.275, -2.733], [-0.479, -3.943, -1.356], [0.749, -3.011, -0.004], [-1.649, 0.945, -2.642], [2.008, 2.334, 1.816], [2.785, 0.480, -1.258], [0.092, -2.306, -1.910]], "forces_ev_per_angstrom": [[-0.110, 0.145, -0.203], [-0.029, -0.129, 0.487], [0.075, 0.632, 0.265], [0.086, 0.079, 0.063], [0.103, 0.031, 0.296], [-0.335, -0.086, 0.459], [-0.255, 0.336, -0.262], [-0.054, -0.064, -0.102], [0.113, 0.070, -0.025], [-0.957, 0.228, 0.005], [-1.135, -1.302, 0.226], [-0.502, -0.165, 0.181], [0.459, 0.329, -0.613], [-0.105, -0.012, -0.152], [0.377, -0.116, 0.131], [0.246, -0.253, -0.260], [0.142, -0.107, 0.069], [0.333, -0.224, -0.288], [-0.256, 0.367, 0.645], [-0.150, -0.259, -0.394], [0.289, -0.001, 0.217], [-0.037, 0.316, -0.410], [0.338, 0.225, -0.230], [-0.452, -0.094, 0.053], [-0.404, 0.012, -0.130], [-0.033, -0.193, 0.028], [0.049, -0.063, 0.048], [-0.086, 0.030, 0.334], [0.923, -0.659, 1.128], [-0.035, 0.204, 0.501], [1.664, 0.305, -0.478], [-0.020, -0.092, 0.031], [0.574, 0.259, -0.136], [-0.061, 0.131, 0.092], [-0.378, 0.391, -0.236], [-0.293, -0.221, -0.907], [0.261, 0.143, -0.276], [-0.049, -0.099, 0.030], [-0.113, -0.056, -0.026], [-0.186, -0.036, -0.162]]}